Here is an isolated ion of composition C3HF2O2S and charge -1 in a non-equilibrium geometry from OMol25. Energies are from the ωB97M-V functional and the def2-TZVPD basis.

Last column: Löwdin charge in e.
Atoms and positions in Å:
1 C 0.35 -0.51 0.25  -0.146
2 C -0.87 -0.22 0.18  -0.072
3 C -2.16 0.08 -0.08  -0.323
4 O 2.29 1.58 -0.73  -0.553
5 O 3.09 -0.25 0.73  -0.574
6 F -3.10 0.70 0.67  0.055
7 F -2.71 -0.32 -1.32  -0.014
8 S 2.32 0.12 -0.53  0.658
9 H 0.78 -1.17 0.83  -0.031

Computed properties:
<S²>   2.031
Energy   -23488.1197 eV
Largest force on an atom   0.091 Eh/bohr
Spin multiplicity   3
Net charge   -1

***

Here is C27H47AlB3ClF4LiN3NaO9S as an isolated structure in a non-equilibrium geometry from OMol25. Energies are from the ωB97M-V functional and the def2-TZVPD basis.

Last column: Löwdin charge in e.
Atoms and positions in Å:
1 C 1.80 -1.72 6.76  0.104
2 C 2.78 -1.04 6.18  -0.060
3 C 3.83 -0.17 5.29  -0.049
4 B 3.97 -0.95 3.86  -0.412
5 O 4.66 -0.40 2.69  0.172
6 B 3.73 -0.56 1.58  -0.241
7 O 2.39 -1.10 1.68  0.147
8 B 2.24 -2.02 2.80  -0.437
9 C 0.88 -2.86 3.16  -0.062
10 C -0.30 -2.67 2.07  -0.180
11 C -1.73 -2.51 2.86  -0.190
12 C -2.39 -1.07 2.58  -0.200
13 C -3.18 -0.43 3.84  -0.214
14 C -2.37 -0.49 5.24  -0.227
15 C -0.90 0.17 5.22  -0.184
16 C -0.78 1.56 4.41  -0.186
17 C 0.49 1.47 3.37  -0.172
18 C 0.58 2.91 2.65  -0.167
19 C 1.11 2.88 1.13  -0.209
20 O 0.97 1.61 0.45  -0.261
21 C -0.38 1.37 -0.01  -0.120
22 O 3.38 -2.29 3.68  0.186
23 H 1.01 -2.54 6.96  0.054
24 H 3.49 0.92 5.15  0.114
25 H 4.87 -0.15 5.77  0.125
26 H 4.08 -0.17 0.51  0.108
27 H 1.20 -3.97 3.29  0.138
28 H 0.48 -2.49 4.17  0.083
29 H -0.11 -1.78 1.35  0.093
30 H -0.30 -3.61 1.39  0.114
31 H -2.45 -3.31 2.40  0.108
32 H -1.63 -2.79 3.97  0.060
33 H -3.19 -1.23 1.75  0.106
34 H -1.60 -0.38 2.11  0.075
35 H -3.49 0.64 3.53  0.105
36 H -4.19 -1.01 3.95  0.106
37 H -2.30 -1.58 5.63  0.003
38 H -3.01 0.08 6.03  0.124
39 H -0.07 -0.55 4.85  0.084
40 H -0.64 0.41 6.33  0.125
41 H -1.74 1.92 3.90  0.099
42 H -0.48 2.41 5.16  0.120
43 H 0.25 0.59 2.68  0.091
44 H 1.48 1.28 3.92  0.110
45 H 1.35 3.54 3.26  0.122
46 H -0.43 3.47 2.78  0.114
47 H 2.18 3.27 1.02  0.129
48 H 0.44 3.64 0.54  0.125
49 H -1.08 2.01 0.65  0.102
50 H -0.45 1.73 -1.12  0.095
51 H -0.69 0.25 0.01  0.080
52 N -5.81 0.04 -1.60  0.080
53 C -5.48 0.97 -0.65  -0.049
54 C -4.14 0.84 -0.37  -0.081
55 C -3.65 -0.21 -1.19  -0.232
56 C -4.71 -0.68 -1.94  -0.251
57 H -6.74 -0.09 -1.99  0.105
58 H -6.22 1.64 -0.26  0.136
59 H -3.58 1.43 0.33  0.094
60 H -2.63 -0.58 -1.23  0.045
61 H -4.76 -1.46 -2.68  0.080
62 Li -3.27 -3.19 5.62  0.825
63 C -0.44 0.34 -4.85  -0.111
64 C 0.07 -1.07 -4.82  -0.560
65 O -0.32 -1.92 -5.60  0.105
66 N 1.02 -1.40 -3.88  0.003
67 C 1.61 -0.55 -2.89  -0.098
68 H -1.18 0.45 -5.64  0.084
69 H -0.92 0.59 -3.90  -0.031
70 H 0.38 1.04 -5.05  0.120
71 H 1.31 -2.37 -3.93  0.021
72 H 2.70 -0.54 -3.05  0.026
73 H 1.40 -0.98 -1.90  0.116
74 H 1.22 0.47 -2.92  0.097
75 F -0.86 -2.63 6.24  -0.614
76 O 4.24 1.03 -3.63  -0.309
77 H 4.71 1.01 -4.45  -0.125
78 N 7.33 0.48 -6.26  0.017
79 C 7.67 1.41 -5.31  -0.148
80 C 9.01 1.28 -5.04  -0.075
81 C 9.50 0.23 -5.85  -0.072
82 C 8.44 -0.24 -6.60  -0.094
83 H 6.41 0.35 -6.65  0.153
84 H 6.92 2.08 -4.91  0.040
85 H 9.57 1.87 -4.33  0.106
86 H 10.51 -0.14 -5.89  0.107
87 H 8.39 -1.02 -7.34  0.122
88 Al -2.75 -0.56 -3.72  1.200
89 Cl 3.28 -2.63 -3.44  0.316
90 C -8.99 1.80 -5.01  -0.608
91 F -9.18 2.83 -4.14  0.101
92 F -10.22 1.28 -5.24  0.111
93 F -8.61 2.37 -6.18  0.106
94 S -7.78 0.54 -4.39  0.485
95 O -8.35 0.03 -3.14  -0.336
96 O -6.52 1.27 -4.20  -0.348
97 O -7.70 -0.48 -5.43  -0.309
98 Na 5.45 2.76 -4.03  0.699

Computed properties:
Energy   -99118.6539 eV
Largest force on an atom   0.133 Eh/bohr
Net charge   +1

***

Here is C35H28LuN9O2S3 as an isolated structure in a non-equilibrium geometry from OMol25. Energies are from the ωB97M-V functional and the def2-TZVPD basis.

Last column: Löwdin charge in e.
Atoms and positions in Å:
1 Lu -0.66 0.03 -0.20  1.563
2 N 2.14 0.85 1.58  0.131
3 C 2.52 -0.11 0.64  -0.304
4 C 3.87 -0.18 0.28  -0.004
5 C 4.25 -1.17 -0.60  -0.044
6 C 3.30 -2.06 -1.09  -0.052
7 C 1.99 -1.88 -0.72  -0.116
8 N 1.59 -0.90 0.11  0.020
9 C 1.12 0.75 2.52  -0.325
10 C 1.27 1.37 3.76  0.004
11 C 0.25 1.27 4.67  -0.044
12 C -0.88 0.52 4.36  -0.048
13 C -0.94 -0.07 3.12  -0.134
14 N 0.03 0.06 2.19  0.011
15 H 2.88 1.49 1.82  0.140
16 H 4.58 0.52 0.68  0.120
17 H 5.29 -1.25 -0.90  0.118
18 H 3.56 -2.87 -1.76  0.112
19 H 1.20 -2.50 -1.13  0.114
20 H 2.18 1.92 3.98  0.117
21 H 0.33 1.77 5.63  0.120
22 H -1.71 0.41 5.05  0.116
23 H -1.79 -0.66 2.81  0.079
24 N -5.93 -0.61 -1.64  0.113
25 C -5.04 -1.29 -1.37  -0.387
26 N -4.05 -2.13 -1.10  0.102
27 C -3.10 -1.76 -0.36  -0.371
28 N -2.18 -1.47 0.32  -0.022
29 C 5.80 1.59 -3.78  -0.048
30 C 4.68 2.01 -2.87  -0.227
31 C 4.92 2.96 -1.88  -0.049
32 C 3.91 3.37 -1.02  -0.075
33 C 2.65 2.81 -1.11  -0.063
34 C 2.40 1.85 -2.09  -0.224
35 N 1.14 1.17 -2.12  0.032
36 C 0.04 1.72 -2.84  -0.267
37 C -0.07 3.09 -3.05  -0.053
38 C -1.23 3.61 -3.61  -0.067
39 C -2.28 2.78 -3.99  -0.066
40 C -2.14 1.41 -3.84  -0.004
41 C -0.99 0.87 -3.27  -0.117
42 C -0.83 -0.63 -3.18  -0.586
43 O -1.03 -1.35 -4.12  0.111
44 O -0.44 -1.04 -1.99  -0.271
45 C 3.40 1.46 -2.99  -0.157
46 C 3.07 0.46 -4.07  -0.007
47 H 6.73 2.05 -3.48  0.076
48 H 5.61 1.87 -4.82  0.087
49 H 5.93 0.51 -3.77  0.083
50 H 5.91 3.39 -1.79  0.109
51 H 4.11 4.14 -0.28  0.105
52 H 1.86 3.09 -0.43  0.045
53 H 1.29 0.21 -2.41  0.088
54 H 0.73 3.76 -2.75  0.111
55 H -1.32 4.68 -3.75  0.109
56 H -3.18 3.19 -4.41  0.107
57 H -2.91 0.72 -4.18  0.128
58 H 2.08 0.63 -4.49  0.092
59 H 3.08 -0.57 -3.69  0.086
60 H 3.79 0.50 -4.88  0.075
61 S -4.34 2.98 4.65  0.568
62 C -3.48 2.66 3.27  -1.134
63 S -2.13 3.61 2.73  0.990
64 C -1.89 2.53 1.40  -1.123
65 N -2.74 1.56 1.35  -0.014
66 N -3.66 1.66 2.38  -0.149
67 C -4.83 0.83 2.29  -0.222
68 C -4.72 -0.54 2.24  -0.032
69 C -5.86 -1.31 2.07  -0.078
70 C -7.10 -0.70 1.96  -0.079
71 C -7.20 0.68 2.01  -0.062
72 C -6.07 1.46 2.18  -0.029
73 S -0.63 2.69 0.21  0.564
74 H -3.75 -1.02 2.28  0.074
75 H -5.77 -2.39 2.02  0.109
76 H -7.99 -1.30 1.81  0.106
77 H -8.17 1.16 1.91  0.108
78 H -6.13 2.54 2.22  0.110

Computed properties:
Energy   -120387.2451 eV
Largest force on an atom   0.021 Eh/bohr
Net charge   0

***

Here is C3H11O2S as an isolated structure in a non-equilibrium geometry from OMol25. Energies are from the ωB97M-V functional and the def2-TZVPD basis.

Last column: Löwdin charge in e.
Atoms and positions in Å:
1 C -0.42 -0.14 1.42  -0.104
2 C -0.50 0.38 0.02  -0.308
3 C -1.85 0.74 -0.49  -0.729
4 S -2.91 -0.71 -0.66  0.366
5 H 0.55 -0.61 1.59  0.068
6 H -1.20 -0.88 1.55  0.047
7 H -0.55 0.67 2.13  0.089
8 H 0.32 1.05 -0.22  0.099
9 H -0.48 -0.65 -0.71  -0.008
10 H -1.77 1.25 -1.45  0.056
11 H -2.29 1.44 0.24  0.083
12 H -0.53 -1.29 -1.22  0.221
13 H 1.29 -1.63 -0.21  -0.109
14 O 2.14 -1.34 0.13  -0.380
15 H 3.30 0.94 -1.20  -0.042
16 H 2.39 -0.14 -0.29  -0.063
17 O 2.51 0.95 -0.64  -0.285

Computed properties:
Energy   -18216.2738 eV
Largest force on an atom   0.040 Eh/bohr
Net charge   -1

***

Here is a 7-piece molecular cluster, C38H52Br2Cl12F12O4 overall in a non-equilibrium geometry from OMol25. Energies are from the ωB97M-V functional and the def2-TZVPD basis.

Last column: Löwdin charge in e.
Atoms and positions in Å:
1 C -5.48 5.55 -1.99  0.023
2 C -4.23 5.77 -1.15  -0.532
3 O -4.27 6.00 0.02  0.132
4 O -3.06 5.70 -1.86  -0.041
5 C -2.48 4.39 -1.74  -0.181
6 C -0.98 4.44 -1.41  -0.167
7 C -0.62 5.43 -0.28  -0.196
8 C -0.47 4.79 1.13  -0.204
9 C -1.49 3.68 1.45  -0.184
10 C -0.96 2.83 2.64  -0.243
11 C -1.68 1.49 2.78  -0.181
12 C -1.01 0.28 2.05  -0.117
13 C -1.85 -0.07 0.85  -0.091
14 C -3.08 -0.62 0.93  -0.131
15 C -3.72 -0.98 2.25  -0.145
16 C -4.54 -2.29 2.24  -0.148
17 C -3.82 -3.52 1.68  -0.790
18 F -4.05 -3.70 0.36  0.008
19 Br -1.91 -3.51 2.08  0.849
20 C -4.42 -4.80 2.36  -0.931
21 F -4.27 -4.78 3.69  0.046
22 F -5.69 -4.97 2.01  0.068
23 Br -3.48 -6.41 1.70  0.753
24 C -3.81 -0.86 -0.34  -0.327
25 O -5.02 -0.99 -0.33  0.108
26 C -3.06 -0.95 -1.61  0.075
27 C -1.83 -0.44 -1.72  -0.098
28 C -1.09 -0.61 -3.03  -0.134
29 C -0.03 0.49 -3.34  -0.050
30 C 1.38 0.04 -3.00  -0.409
31 F 1.35 -0.89 -2.01  0.116
32 F 1.90 -0.60 -4.08  0.084
33 C 2.35 1.18 -2.54  -0.338
34 F 1.73 2.30 -2.15  0.152
35 F 3.03 0.72 -1.46  0.140
36 C 3.42 1.57 -3.59  -0.340
37 F 4.30 0.58 -3.79  0.173
38 F 2.76 1.85 -4.74  0.153
39 C 4.22 2.86 -3.24  -0.535
40 F 4.49 2.96 -1.93  0.169
41 F 5.38 2.89 -3.89  0.191
42 F 3.52 3.93 -3.59  0.155
43 C -1.26 0.23 -0.51  -0.237
44 O -0.31 0.99 -0.55  0.105
45 H -5.32 4.72 -2.68  0.085
46 H -6.32 5.40 -1.32  0.086
47 H -5.60 6.45 -2.60  0.093
48 H -2.58 3.89 -2.72  0.121
49 H -3.01 3.76 -1.01  0.122
50 H -0.68 3.42 -1.14  0.086
51 H -0.46 4.69 -2.34  0.113
52 H -1.30 6.28 -0.30  0.106
53 H 0.36 5.85 -0.56  0.025
54 H -0.67 5.59 1.85  0.113
55 H 0.55 4.44 1.36  0.038
56 H -2.40 4.16 1.80  0.119
57 H -1.65 2.97 0.63  0.083
58 H -1.21 3.41 3.54  0.098
59 H 0.13 2.76 2.64  0.067
60 H -2.73 1.56 2.50  0.107
61 H -1.69 1.25 3.85  0.092
62 H -0.95 -0.55 2.75  0.085
63 H 0.00 0.59 1.76  0.085
64 H -4.43 -0.17 2.48  0.137
65 H -3.00 -1.04 3.06  0.094
66 H -5.50 -2.15 1.75  0.126
67 H -4.77 -2.53 3.29  0.125
68 H -3.51 -1.47 -2.45  0.138
69 H -1.85 -0.55 -3.82  0.124
70 H -0.70 -1.64 -3.07  0.019
71 H -0.10 0.71 -4.41  0.135
72 H -0.34 1.39 -2.82  0.108
73 Cl 2.36 7.57 -2.29  0.557
74 C 3.85 7.11 -1.42  -0.645
75 C 3.87 5.65 -1.08  -0.644
76 Cl 2.66 5.23 0.16  0.658
77 H 3.93 7.73 -0.53  0.067
78 H 4.69 7.35 -2.08  0.073
79 H 4.85 5.38 -0.67  0.078
80 H 3.69 5.03 -1.95  0.025
81 Cl 0.15 -3.31 -4.29  0.648
82 C 1.72 -3.83 -3.62  -0.645
83 C 2.22 -5.09 -4.27  -0.641
84 Cl 1.22 -6.51 -3.85  0.555
85 H 1.60 -3.95 -2.55  -0.014
86 H 2.43 -3.02 -3.80  0.067
87 H 3.23 -5.30 -3.93  0.075
88 H 2.23 -5.00 -5.36  0.069
89 Cl 2.69 -10.53 -1.57  0.529
90 C 1.26 -11.02 -2.52  -0.659
91 C 0.19 -9.96 -2.52  -0.668
92 Cl -0.56 -9.78 -0.91  0.543
93 H 0.90 -11.96 -2.12  0.067
94 H 1.61 -11.19 -3.54  0.072
95 H -0.60 -10.24 -3.21  0.075
96 H 0.58 -9.00 -2.81  0.008
97 Cl 2.13 4.98 4.13  0.571
98 C 1.91 4.45 5.82  -0.648
99 C 2.16 2.97 5.97  -0.589
100 Cl 0.89 2.00 5.17  0.703
101 H 0.91 4.72 6.14  0.071
102 H 2.63 5.00 6.42  0.074
103 H 2.15 2.70 7.03  0.082
104 H 3.12 2.68 5.56  0.070
105 Cl 2.80 0.43 2.81  0.572
106 C 2.43 -0.12 4.46  -0.757
107 C 2.69 -1.60 4.63  -0.649
108 Cl 1.54 -2.59 3.70  0.552
109 H 1.37 0.15 4.68  -0.046
110 H 3.07 0.44 5.13  0.049
111 H 2.57 -1.87 5.68  0.074
112 H 3.69 -1.87 4.31  0.067
113 Cl 0.97 -4.79 -0.30  0.583
114 C 2.33 -5.40 0.67  -0.632
115 C 2.19 -6.86 1.00  -0.656
116 Cl 0.85 -7.16 2.13  0.539
117 H 2.40 -4.79 1.57  0.043
118 H 3.24 -5.24 0.08  0.075
119 H 3.09 -7.22 1.48  0.074
120 H 2.01 -7.46 0.10  0.053

Computed properties:
Energy   -371403.9465 eV
Largest force on an atom   0.048 Eh/bohr
SMILES   CC(=O)OCCCCCCCCC1=C(CC[C@@](F)(Br)C(F)(F)Br)C(=O)C=C(CCC(F)(F)C(F)(F)C(F)(F)C(F)(F)F)C1=O.ClCCCl.ClCCCl.ClCCCl.ClCCCl.ClCCCl.ClCCCl
Net charge   0